{
  "formula": "C13H20Cl2O12S",
  "method": "the ωB97M-V functional and the def2-TZVPD basis",
  "e_homo_ev": -10.39,
  "e_tot_ha": -2728.82088,
  "homo_lumo_gap_ha": 0.3879,
  "species": ["C", "O", "S", "O", "O", "C", "Cl", "C", "C", "Cl", "H", "H", "H", "H", "H", "H", "H", "H", "C", "C", "O", "C", "O", "O", "H", "H", "H", "H", "C", "C", "O", "C", "O", "O", "H", "H", "H", "H", "C", "C", "O", "C", "O", "O", "H", "H", "H", "H"],
  "coordinates": [[3.21199, 3.10012, 5.34832], [2.18885, 2.44584, 6.11829], [1.63104, 1.04102, 5.51312], [1.61866, 1.16298, 4.07079], [0.09259, 1.27677, 6.04974], [-0.85577, 1.76659, 5.11956], [-2.44977, 1.40612, 5.84021], [-0.68632, 3.26366, 4.88986], [-1.09349, 4.13836, 6.06510], [-1.62256, 3.72157, 3.43180], [3.37589, 4.05982, 5.83143], [4.14626, 2.54082, 5.37736], [2.89764, 3.27353, 4.32358], [-0.85390, 1.20731, 4.19007], [0.34926, 3.47150, 4.64062], [-0.64009, 5.12151, 5.94745], [-2.17029, 4.27474, 6.10100], [-0.74234, 3.70723, 7.00128], [-1.06503, 0.42449, 1.01640], [0.39779, 0.11817, 1.27566], [0.56087, -1.14184, 0.61109], [-0.38996, -1.25113, -0.33947], [-0.42160, -2.10169, -1.16899], [-1.30122, -0.25915, -0.22106], [-1.27156, 1.48551, 0.90825], [-1.72488, 0.00473, 1.77824], [1.06483, 0.84707, 0.81323], [0.65085, 0.02603, 2.32685], [0.82221, -4.22128, -3.22862], [0.16132, -4.48930, -4.56395], [1.18871, -4.10389, -5.48828], [2.38392, -4.19946, -4.86241], [3.43804, -4.10425, -5.40354], [2.21485, -4.40815, -3.53886], [0.51588, -4.90820, -2.44483], [0.67303, -3.20274, -2.88528], [-0.07084, -5.54469, -4.71856], [-0.73243, -3.89887, -4.72297], [-1.87220, 0.25376, -6.47394], [-0.89150, -0.26630, -5.44042], [-1.29595, -1.63122, -5.30523], [-1.93952, -2.00372, -6.43819], [-2.24981, -3.11794, -6.69780], [-2.18094, -0.92712, -7.22080], [-1.45288, 1.01149, -7.12984], [-2.79102, 0.63226, -6.02286], [0.14102, -0.24136, -5.79238], [-0.95966, 0.23933, -4.48101]]
}